# 1
Here is a 3-piece molecular cluster, C5H15NO4 overall from the Open Molecules 2025 dataset. Energies are from ωB97M-V/def2-TZVPD.

Element x y z (Å)
O: 0.605 -1.361 -2.544
O: 1.725 2.656 -1.437
O: 0.616 1.594 3.680
O: -2.378 1.736 0.833
N: -0.569 -0.405 -1.014
C: 1.590 -1.454 -0.262
C: -2.564 0.377 0.517
C: 0.629 -1.010 -1.342
C: -1.046 -0.122 0.303
C: 1.395 -2.953 0.084
H: 1.289 -0.966 0.716
H: 2.245 -3.251 0.723
H: -2.994 2.137 1.441
H: 0.395 -3.022 0.619
H: 1.209 -3.663 -0.683
H: 0.997 0.732 3.679
H: 0.972 3.042 -1.719
H: -1.224 -0.273 -1.753
H: 2.694 -1.176 -0.463
H: -3.100 -0.100 1.306
H: -0.051 1.919 3.060
H: -3.294 0.177 -0.270
H: 1.717 1.699 -1.476
H: -0.948 -1.090 0.957
H: -0.491 0.649 0.898

Summary:
Net charge = 0
HOMO-LUMO gap = 9.80 eV
SMILES = CCC(=O)NCCO.O.O
Multiplicity = 1
Electronic energy = -15106.53652 eV
Relative energy (zero: lowest compared OMol25 entry of this formula, charge and spin) = 2.598 eV
LUMO level = 0.013 Ha


# 2
Here is an isolated molecule of C10H15ClN2S from the Open Molecules 2025 dataset. Energies are from ωB97M-V/def2-TZVPD.

Element x y z (Å)
Cl: 5.723 -0.754 0.777
S: 3.156 -0.985 -0.759
N: 4.035 1.200 0.277
N: -0.235 0.240 -0.716
C: -0.224 -1.071 -0.095
C: 2.222 0.470 -0.950
C: 2.860 1.499 -0.326
C: 0.878 0.475 -1.614
C: 4.328 -0.040 0.144
C: -0.432 1.281 0.273
C: -1.593 -1.367 0.522
C: -1.923 -0.275 1.544
C: -2.655 -1.481 -0.568
C: -1.805 1.110 0.918
H: -2.929 -0.424 1.940
H: 2.513 2.515 -0.287
H: -2.627 -0.608 -1.213
H: 0.850 -0.296 -2.389
H: -0.376 2.250 -0.229
H: -2.573 1.239 0.156
H: 0.347 1.255 1.057
H: 0.724 1.450 -2.088
H: -2.471 -2.362 -1.179
H: -1.221 -0.349 2.379
H: -3.646 -1.569 -0.130
H: 0.548 -1.144 0.692
H: -1.947 1.880 1.678
H: 0.003 -1.814 -0.863
H: -1.529 -2.326 1.049

Summary:
Net charge = 0
HOMO-LUMO gap = 9.31 eV
SMILES = C[C@@H]1CCCN(Cc2cnc(Cl)s2)C1
Multiplicity = 1
Electronic energy = -36951.34357 eV
Relative energy (zero: lowest compared OMol25 entry of this formula, charge and spin) = 0.054 eV
LUMO level = 0.023 Ha


# 3
Here is an isolated molecule of C3HN from the Open Molecules 2025 dataset. Energies are from ωB97M-V/def2-TZVPD.

Element x y z (Å)
N: 0.304 -1.927 -0.751
C: -1.184 0.368 -0.305
C: -0.022 -0.862 -0.371
C: -0.188 0.755 0.375
H: 0.135 1.627 0.950

Summary:
Net charge = 0
HOMO-LUMO gap = 10.02 eV
Multiplicity = 1
Electronic energy = -4611.36859 eV
Relative energy (zero: lowest compared OMol25 entry of this formula, charge and spin) = 3.184 eV
LUMO level = -0.043 Ha


# 4
Here is a 17-piece molecular cluster, H34O17 overall from the Open Molecules 2025 dataset. Energies are from ωB97M-V/def2-TZVPD.

Element x y z (Å)
O: 0.613 -2.664 2.850
O: 4.460 -1.639 -1.579
O: 1.548 -0.034 4.615
O: -1.462 0.688 -2.848
O: 3.100 3.045 0.904
O: 0.619 4.896 -0.384
O: -5.031 -3.523 -0.126
O: -0.492 -0.474 1.676
O: 0.514 1.409 2.988
O: -1.828 -3.777 0.132
O: -3.893 2.580 -2.879
O: -4.644 2.631 0.255
O: 4.400 0.808 -0.708
O: 2.496 0.328 -2.978
O: -4.179 -0.704 -2.991
O: 1.487 -3.464 -0.188
O: 2.171 -0.189 1.210
H: -4.228 -3.449 -0.690
H: 1.014 0.436 5.268
H: -0.930 -4.076 -0.027
H: 4.887 -0.067 -0.879
H: 0.608 5.845 -0.333
H: -1.890 -2.855 -0.123
H: 2.198 -0.178 2.181
H: -1.199 0.928 -1.922
H: -4.448 -3.920 0.586
H: 1.591 0.322 -3.281
H: -2.059 1.414 -2.951
H: 2.402 0.639 -2.054
H: 3.904 -1.413 -2.332
H: -0.102 0.702 2.655
H: 0.910 -1.951 3.444
H: 0.489 -0.537 1.576
H: -4.481 -0.452 -2.082
H: 2.397 0.725 0.949
H: 3.916 -2.233 -1.031
H: 1.538 4.606 -0.307
H: 2.744 2.903 0.023
H: -0.590 -1.274 2.215
H: -3.568 2.859 -3.772
H: 0.270 2.173 2.442
H: 1.461 -4.027 0.587
H: 1.294 -2.534 -0.128
H: -3.817 2.295 0.636
H: 2.031 0.710 4.250
H: 3.694 0.859 -1.354
H: 0.470 -3.484 3.353
H: -4.185 1.657 -3.095
H: -4.531 2.463 -0.698
H: 3.996 2.671 0.917
H: -4.035 -1.618 -3.225

Summary:
Net charge = -1
HOMO-LUMO gap (alpha / beta) = 2.46 / 10.15 eV
Expectation value of S² = 0.7509
Multiplicity = 2
Electronic energy = -35358.69627 eV
Relative energy (zero: lowest compared OMol25 entry of this formula, charge and spin) = 1.678 eV
LUMO level (alpha / beta) = 0.088 / 0.080 Ha


# 5
Here is C5H13ClI2N2OPRuS as an isolated structure from the Open Molecules 2025 dataset. Energies are from ωB97M-V/def2-TZVPD.

Element x y z (Å)
I: -1.948 -2.466 1.011
I: 2.193 -2.317 -0.774
Ru: 0.130 -1.093 0.282
Cl: 3.051 0.045 0.343
S: 0.987 0.316 1.994
P: 0.146 -0.129 -1.821
O: -2.078 0.884 0.765
N: -0.249 1.066 4.256
N: -0.132 -1.187 3.837
C: -1.223 0.115 0.535
C: 0.095 0.046 3.447
C: 0.834 1.556 -1.657
C: -1.553 0.277 -2.376
C: 0.864 -0.772 -3.380
H: -2.220 -0.579 -2.228
H: 0.869 2.045 -2.639
H: -0.112 2.035 3.970
H: -0.726 0.863 5.111
H: -1.936 1.137 -1.812
H: -0.520 -1.400 4.741
H: 1.838 1.503 -1.221
H: 1.955 -0.796 -3.318
H: 0.558 -0.080 -4.180
H: 0.506 -1.779 -3.618
H: 0.015 -1.955 3.164
H: -1.526 0.531 -3.442
H: 0.180 2.133 -0.989

Summary:
Net charge = +2
HOMO-LUMO gap (alpha / beta) = 8.33 / 5.24 eV
Expectation value of S² = 8.7976
Multiplicity = 6
Electronic energy = -61836.14670 eV
LUMO level (alpha / beta) = -0.269 / -0.395 Ha


# 6
Here is a 2-piece molecular cluster, C4H13N3O overall from the Open Molecules 2025 dataset. Energies are from ωB97M-V/def2-TZVPD.

Element x y z (Å)
O: -0.878 2.344 1.592
N: 0.166 -1.274 -0.067
N: 1.435 1.253 0.646
N: 0.129 -0.232 -1.166
C: 0.495 1.558 -0.277
C: 0.349 -2.598 -0.647
C: -0.986 -1.117 0.775
C: -0.863 1.900 0.239
H: 1.156 -2.582 -1.386
H: 0.629 -3.284 0.151
H: 0.859 2.038 -1.179
H: 0.873 -0.378 -1.845
H: -0.565 -2.966 -1.139
H: -0.737 -0.697 1.748
H: -1.435 0.930 0.268
H: 2.312 0.879 0.316
H: -1.577 -2.032 0.851
H: -0.795 -0.221 -1.608
H: 1.084 0.771 1.464
H: -0.287 3.100 1.690
H: -1.364 2.609 -0.427

Summary:
Net charge = 0
HOMO-LUMO gap = 6.04 eV
Multiplicity = 1
Electronic energy = -10871.17618 eV
Relative energy (zero: lowest compared OMol25 entry of this formula, charge and spin) = 6.501 eV
LUMO level = 0.020 Ha